Formula: C2H8NO2
Source: the OMol25 dataset
Level of theory: ωB97M-V/def2-TZVPD

Each atom is followed by the atoms it is bonded to, with distances in Å.
Cartesian coordinates (Å):
1 C 1.350 -0.295 1.822  N2 1.507, H3 1.083, H4 1.094, H5 1.077
2 N 1.184 -0.330 0.325  C1 1.507, H6 1.037, H7 1.022, H8 1.018
3 H 0.965 0.652 2.181  C1 1.083
4 H 2.417 -0.337 2.059  C1 1.094
5 H 1.052 -1.264 2.184  C1 1.077
6 H 0.193 -0.198 0.050  N2 1.037
7 H 1.720 0.425 -0.108  N2 1.022
8 H 1.562 -1.199 -0.049  N2 1.018
9 O -0.915 0.581 -0.997  C10 1.216
10 C -1.737 0.626 -1.892  O9 1.216, O11 1.321, H12 1.094
11 O -3.035 0.449 -1.722  C10 1.321, H13 0.971
12 H -1.543 1.004 -2.900  C10 1.094
13 H -3.214 -0.115 -0.953  O11 0.971

## Properties
- Energy: -7782.3245 eV
- Energy above the lowest of the compared OMol25 structures with the same formula, charge and spin: 0.634 eV
- Net charge: +1

Formula: C2H8NO2P
Source: the OMol25 dataset
Level of theory: ωB97M-V/def2-TZVPD

Each atom is followed by the atoms it is bonded to, with distances in Å.
Cartesian coordinates (Å):
1 C -0.089 -0.803 1.485  P2 1.859, H7 1.181, H8 1.184, H9 1.137
2 P -0.653 0.120 -0.027  C1 1.859, C3 1.820, O4 1.935, N5 1.721
3 C 0.084 -0.699 -1.476  P2 1.820, H10 1.166, H11 1.148, H12 1.052
4 O -2.569 0.256 -0.263  P2 1.935
5 N -0.010 1.697 0.218  P2 1.721, O6 1.447, H13 0.992
6 O 1.422 1.557 0.059  N5 1.447, H14 0.962
7 H -0.719 -0.220 2.295  C1 1.181
8 H -0.506 -1.894 1.288  C1 1.184
9 H 1.044 -0.852 1.400  C1 1.137
10 H -0.766 -1.098 -2.168  C3 1.166
11 H 0.770 0.031 -2.037  C3 1.148
12 H 0.593 -1.560 -1.151  C3 1.052
13 H -0.513 2.243 -0.439  N5 0.992
14 H 1.914 1.223 0.815  O6 0.962

## Properties
- SMILES: CP(C)(=O)NO
- Energy: -17073.4763 eV
- Energy above the lowest of the compared OMol25 structures with the same formula, charge and spin: 5.913 eV
- Net charge: 0

Formula: C2H8NO2S
Source: the OMol25 dataset
Level of theory: ωB97M-V/def2-TZVPD

Each atom is followed by the atoms it is bonded to, with distances in Å.
Cartesian coordinates (Å):
1 C 0.086 -1.785 0.061  O4 1.446, H7 1.071, H8 1.222, H14 1.139
2 C -3.701 0.204 0.217  O5 1.210, S6 1.528
3 N -0.295 1.790 -0.227  H9 1.072, H10 0.999, H11 0.995, H13 1.088
4 O 0.932 -0.613 0.071  C1 1.446, H12 0.974
5 O -2.568 0.626 0.264  C2 1.210
6 S -5.108 -0.297 -0.104  C2 1.528
7 H 0.654 -2.625 -0.284  C1 1.071
8 H -0.724 -1.685 -0.849  C1 1.222
9 H -0.694 1.868 -1.219  N3 1.072
10 H -1.053 1.588 0.391  N3 0.999
11 H 0.346 2.512 0.014  N3 0.995
12 H 1.758 -1.121 -0.028  O4 0.974
13 H 0.241 0.844 -0.211  N3 1.088
14 H -0.471 -1.956 1.040  C1 1.139

## Properties
- Energy: -18617.1559 eV
- Energy above the lowest of the compared OMol25 structures with the same formula, charge and spin: 0.000 eV
- Net charge: +1

Formula: C2H8NO3
Source: the OMol25 dataset
Level of theory: ωB97M-V/def2-TZVPD

Each atom is followed by the atoms it is bonded to, with distances in Å.
Cartesian coordinates (Å):
1 O 0.179 0.727 -0.922  C2 1.204
2 C -0.067 -0.091 -0.075  O1 1.204, O3 1.300, C4 1.511
3 O -1.071 -0.915 -0.026  C2 1.300, H6 1.029
4 C 0.832 -0.343 1.113  C2 1.511, N5 1.527, H7 1.081, H8 1.073
5 N 1.841 0.803 1.083  C4 1.527, H9 1.037, H10 1.028, H11 1.022
6 H -1.667 -1.011 -0.859  O3 1.029
7 H 0.291 -0.253 2.045  C4 1.081
8 H 1.413 -1.244 1.075  C4 1.073
9 H 1.532 1.471 0.353  N5 1.037
10 H 2.069 1.251 1.980  N5 1.028
11 H 2.727 0.464 0.705  N5 1.022
12 H -2.414 0.467 -2.131  O14 0.966
13 H -3.289 -0.829 -2.215  O14 0.975
14 O -2.376 -0.498 -2.126  H12 0.966, H13 0.975

## Properties
- Energy: -9830.2162 eV
- Energy above the lowest of the compared OMol25 structures with the same formula, charge and spin: 0.256 eV
- Net charge: +1

Formula: C2H8NO3
Source: the OMol25 dataset
Level of theory: ωB97M-V/def2-TZVPD

Each atom is followed by the atoms it is bonded to, with distances in Å.
Cartesian coordinates (Å):
1 O -0.191 -1.213 -0.073  C2 1.204
2 C -0.132 -0.012 -0.010  O1 1.204, O3 1.299, C4 1.531
3 O -0.684 0.794 0.847  C2 1.299, H6 0.996
4 C 0.738 0.769 -0.998  C2 1.531, N5 1.500, H7 1.077, H8 1.078
5 N 1.002 -0.155 -2.150  C4 1.500, H9 1.019, H10 1.029, H11 1.014
6 H -1.200 0.311 1.549  O3 0.996
7 H 0.343 1.711 -1.341  C4 1.077
8 H 1.657 0.902 -0.450  C4 1.078
9 H 1.757 0.194 -2.738  N5 1.019
10 H 1.262 -1.075 -1.770  N5 1.029
11 H 0.184 -0.199 -2.748  N5 1.014
12 H -0.879 -1.001 3.477  O14 0.973
13 H -2.369 -0.687 3.297  O14 0.967
14 O -1.488 -0.337 3.109  H12 0.973, H13 0.967

## Properties
- Energy: -9830.3221 eV
- Energy above the lowest of the compared OMol25 structures with the same formula, charge and spin: 0.150 eV
- Net charge: +1

Formula: C2H8NO3
Source: the OMol25 dataset
Level of theory: ωB97M-V/def2-TZVPD

Each atom is followed by the atoms it is bonded to, with distances in Å.
Cartesian coordinates (Å):
1 O -0.468 0.393 -1.022  C2 1.209
2 C 0.106 0.145 0.013  O1 1.209, O3 1.292, C4 1.518
3 O 0.190 0.841 1.098  C2 1.292, H6 0.999
4 C 0.797 -1.200 0.145  C2 1.518, N5 1.473, H7 1.080, H8 1.093
5 N 0.854 -1.817 -1.191  C4 1.473, H9 1.021, H10 0.989, H11 1.020
6 H -0.481 1.568 1.239  O3 0.999
7 H 1.757 -1.248 0.636  C4 1.080
8 H 0.190 -1.802 0.827  C4 1.093
9 H 0.671 -2.821 -1.228  N5 1.021
10 H 0.156 -1.387 -1.744  N5 0.989
11 H 1.719 -1.652 -1.706  N5 1.020
12 H -2.358 2.605 0.537  O14 0.968
13 H -1.472 3.661 1.195  O14 0.965
14 O -1.660 2.715 1.200  H12 0.968, H13 0.965

## Properties
- Energy: -9830.2692 eV
- Energy above the lowest of the compared OMol25 structures with the same formula, charge and spin: 0.203 eV
- Net charge: +1

Formula: C2H8NOP
Source: the OMol25 dataset
Level of theory: ωB97M-V/def2-TZVPD

Each atom is followed by the atoms it is bonded to, with distances in Å.
Cartesian coordinates (Å):
1 C 1.601 -1.022 0.294  N2 1.652, H6 1.073, H7 1.096, H8 1.056
2 N -0.028 -0.956 0.561  C1 1.652, P3 1.592, H9 0.987
3 P -1.106 -0.105 -0.245  N2 1.592, C4 1.803, O5 1.460, H10 1.360
4 C -0.670 1.642 -0.313  P3 1.803, H11 1.077, H12 1.182, H13 1.215
5 O -2.412 -0.410 0.335  P3 1.460
6 H 1.664 -1.508 -0.660  C1 1.073
7 H 1.877 0.036 0.210  C1 1.096
8 H 2.075 -1.438 1.140  C1 1.056
9 H -0.383 -1.696 1.110  N2 0.987
10 H -1.055 -0.540 -1.532  P3 1.360
11 H -1.467 2.363 -0.385  C4 1.077
12 H -0.140 1.716 0.741  C4 1.182
13 H 0.044 1.918 -1.256  C4 1.215

## Properties
- SMILES: CN[P@H](C)=O
- Energy: -15029.8607 eV
- Energy above the lowest of the compared OMol25 structures with the same formula, charge and spin: 1.262 eV
- Net charge: 0

Formula: C2H8NOS
Source: the OMol25 dataset
Level of theory: ωB97M-V/def2-TZVPD

Each atom is followed by the atoms it is bonded to, with distances in Å.
Cartesian coordinates (Å):
1 C -1.812 -1.200 0.231  C2 1.532, N4 1.471, H5 1.095, H6 1.100
2 C -0.784 -0.146 0.653  C1 1.532, S3 1.821, H7 1.100, H8 1.096
3 S 0.695 -0.210 -0.407  C2 1.821
4 N -2.276 -1.128 -1.164  C1 1.471, H9 1.009, H10 1.028
5 H -1.294 -2.160 0.327  C1 1.095
6 H -2.653 -1.267 0.937  C1 1.100
7 H -1.261 0.845 0.672  C2 1.100
8 H -0.517 -0.369 1.693  C2 1.096
9 H -2.865 -0.313 -1.240  N4 1.009
10 H -1.426 -0.813 -1.648  N4 1.028
11 H 2.447 1.679 0.988  O13 0.988
12 H 3.054 2.584 0.009  O13 0.944
13 O 3.090 2.427 0.940  H11 0.988, H12 0.944

## Properties
- Energy: -16577.7144 eV
- Energy above the lowest of the compared OMol25 structures with the same formula, charge and spin: 0.114 eV
- Net charge: -1

Formula: C2H8NOS
Source: the OMol25 dataset
Level of theory: ωB97M-V/def2-TZVPD

Each atom is followed by the atoms it is bonded to, with distances in Å.
Cartesian coordinates (Å):
1 C 1.549 -0.529 0.520  N3 1.490, H6 1.086, H7 1.139, H8 1.077
2 C 0.150 1.388 0.218  N3 1.474, H9 1.106, H10 1.145
3 N 0.547 0.103 -0.384  C1 1.490, C2 1.474, H11 0.978, H12 1.062
4 O -2.183 -0.849 -0.667  S5 1.663, H13 1.017
5 S -3.144 0.464 -0.322  O4 1.663
6 H 1.301 -0.130 1.499  C1 1.086
7 H 1.639 -1.643 0.295  C1 1.139
8 H 2.531 -0.261 0.169  C1 1.077
9 H 0.113 1.413 1.323  C2 1.106
10 H -0.663 1.972 -0.336  C2 1.145
11 H -0.220 -0.503 -0.391  N3 0.978
12 H 1.132 0.267 -1.255  N3 1.062
13 H -2.752 -1.692 -0.671  O4 1.017

## Properties
- Energy: -16565.3784 eV
- Energy above the lowest of the compared OMol25 structures with the same formula, charge and spin: 4.866 eV
- Net charge: +1

Formula: C2H8NOS2
Source: the OMol25 dataset
Level of theory: ωB97M-V/def2-TZVPD

Each atom is followed by the atoms it is bonded to, with distances in Å.
Cartesian coordinates (Å):
1 C -1.593 0.355 0.460  C2 1.503, S5 1.834, H7 1.114, H8 1.043
2 C -0.471 0.283 -0.537  C1 1.503, N3 1.522, H9 1.068
3 N 0.426 -0.947 -0.540  C2 1.522, H10 1.150, H11 1.001, H12 1.077
4 O 2.585 0.369 -0.425  S6 1.629, H13 0.907
5 S -1.181 -0.457 2.052  C1 1.834, H14 1.312
6 S 1.567 1.630 -0.258  O4 1.629
7 H -2.049 1.324 0.767  C1 1.114
8 H -2.394 -0.233 0.140  C1 1.043
9 H -0.577 0.687 -1.519  C2 1.068
10 H 1.514 -0.619 -0.367  N3 1.150
11 H 0.098 -1.704 0.029  N3 1.001
12 H 0.390 -1.340 -1.541  N3 1.077
13 H 3.070 0.121 -1.150  O4 0.907
14 H -1.385 0.531 2.889  S5 1.312

## Properties
- Energy: -27401.7064 eV
- Energy above the lowest of the compared OMol25 structures with the same formula, charge and spin: 3.558 eV
- Net charge: +1

What is the formula in the fourth record?
C2H8NO3

The lowest net charge belongs to which entry?
number 8